ORCA calculation (ωB97M-V/def2-TZVPD) on a structure of composition C49H82BCaN10OSSb2.

Geometry as ORCA input:
```
! RIJCOSX wB97M-V def2-TZVPD def2/J DEFGRID3
* xyz 1 1
N -1.01176 3.03515 -1.37395
H -4.31673 0.64534 -2.32661
C 3.11221 -4.35800 0.79913
Ca -0.19748 -0.16308 0.85199
C 2.65853 -5.63086 0.16549
H -1.18127 -0.25505 3.74511
H 2.65072 5.62775 -0.31129
N -2.25322 2.67546 -0.94334
H 5.21862 2.76684 3.44285
H 1.47809 -1.67953 -4.44475
C 2.61978 4.98308 3.36162
H 3.68500 -4.57552 1.70112
C -5.40992 3.92471 -2.20822
H -4.37727 -2.23216 -1.20940
C -2.20921 1.65378 3.94443
H 5.16000 1.12427 1.54429
H 3.20511 -5.06599 -3.15722
Sb 1.56150 -3.03494 1.59327
H 6.32767 0.76053 4.43675
H 0.51860 0.86943 -2.48211
C 2.11304 -3.42988 3.62243
C -4.92590 2.37174 -0.30978
H -2.99182 -1.83683 -4.48615
H -2.12290 1.35372 6.08625
C -2.22183 -1.19794 -4.07249
H -1.90930 -0.07327 -5.87870
H 3.68935 3.43367 2.27035
N 3.79802 1.20139 3.59266
H -0.46483 -4.52053 0.55254
C 2.30153 -2.02237 -3.81940
H -6.47576 3.71267 -2.10110
H 0.19652 -5.36899 1.96504
H -1.57424 -2.99255 -1.41301
H 3.07315 5.81715 2.82450
C 3.81790 -0.75826 0.07954
C 2.13271 -6.98559 -1.75291
H 2.84487 -1.15143 -3.44786
H -0.20850 3.78514 -4.51925
C 2.47802 1.37886 3.39230
C 2.67167 3.72354 2.51656
C -2.42236 3.63293 -2.95892
N 1.99040 2.59424 3.14766
H 5.25178 0.86886 5.84207
H -4.13704 1.96377 2.97679
C 1.81293 -7.89046 0.44070
C -1.82489 -1.36415 -2.75420
H 2.09773 -7.10350 -2.82977
H -2.83444 -3.24154 -2.62049
N -0.88451 -0.59819 -2.17885
H 3.03636 -1.09707 -0.60625
H 0.97946 2.62336 3.11014
C 2.27763 -6.69986 0.97527
H -0.73338 5.45920 0.02575
N -0.92052 1.88142 1.82170
H 6.08610 1.85415 0.22197
C -4.57785 2.72210 -1.75636
N 1.55005 2.63651 -0.63038
H -0.53976 -3.67763 -3.92642
H 2.58066 5.38620 -2.05162
O -1.86291 -1.69194 0.57833
H 5.81818 -0.53821 -1.76041
H -0.06339 1.32409 -0.44656
H 2.07144 -4.50678 3.78615
H 0.31967 5.03176 -3.40856
C -2.38915 -2.50915 -1.94848
C -4.18573 -1.58634 1.24913
H -1.60799 2.96218 5.57677
H -5.17349 4.80548 -1.60954
H -4.45550 -0.52914 1.26374
C 4.47766 0.52471 -0.42280
H -2.82382 4.00396 -3.88794
H -5.95148 1.27698 -2.62396
C 3.46337 1.63731 -0.54225
H -0.53554 1.57317 5.33017
H -1.65775 4.57162 3.53713
H -5.22167 4.16721 -3.25549
H 3.75190 -3.76367 0.14487
H 5.59688 1.16392 -2.18390
N 2.16756 1.43514 -0.38543
S 1.43064 0.03968 3.53148
H 0.95640 3.39111 -3.25473
H -4.25469 1.59976 0.06982
H 1.58563 5.24769 3.58969
H -0.74838 6.19122 1.62951
H 3.96325 -4.20456 -1.81612
H 3.12928 -3.07747 3.79604
H -4.61129 1.72026 -3.69326
H 4.12257 2.85871 4.82056
C -3.06736 -1.80002 0.27475
H 4.56747 -1.54913 0.16683
H 4.31288 -0.00020 -2.52728
C -3.10637 3.03812 -1.88106
H -2.53424 -0.01459 2.60970
H 6.33186 0.15714 0.63895
H -0.88820 -3.97364 2.18435
C -0.60907 0.53255 -4.27774
C 2.47296 3.58752 -0.90271
H -5.06740 -2.16345 0.97580
C -0.09327 -4.39771 1.56992
H -0.30720 -5.11705 -2.90722
C -1.61564 -0.22102 -4.84772
H -4.23768 1.59282 4.70983
H 6.41802 2.15262 5.51139
C -1.47029 2.44053 2.89206
N -3.40335 -2.14046 -0.97245
H -2.85173 -0.37485 4.30234
C 0.20088 -4.33859 -3.47500
H 1.11261 5.24970 -1.08561
H 1.36895 -8.95304 -1.37295
C 3.71065 2.98229 -0.87679
H 3.35472 -0.60633 1.05809
H -4.82223 3.24003 0.34291
C 2.61360 -5.78793 -1.22453
Sb 1.49983 -3.19021 -2.20761
H 2.35402 -6.59125 2.05203
C 2.17863 5.03899 -1.10009
C -0.28382 0.31020 -2.94719
C 5.73462 1.44179 5.04966
C -0.31377 5.39258 1.03144
C -1.57625 1.90274 5.31676
H -3.85338 -1.87130 2.24325
C -2.18324 0.16291 3.62678
H 0.78494 -4.80007 -4.27100
C 5.08972 0.27428 -1.80767
C 0.06472 3.97484 -3.48134
C 5.58109 0.94576 0.55373
C 3.04303 -4.69226 -2.14698
C -3.66936 2.13267 3.94980
C -1.30683 3.83361 2.83502
B 0.04019 2.51661 -0.37704
H 3.14876 4.85823 4.30645
H -3.73570 3.19852 4.17074
H 2.17466 3.89040 1.55809
H 4.01981 0.23391 3.77294
H 0.76164 5.56643 0.96976
C -0.64434 4.07798 1.64981
C -1.09012 3.60085 -2.60793
H 1.52688 -8.70471 1.09386
C 1.72806 -8.03010 -0.93617
H 2.97163 -2.63634 -4.42093
H -0.06827 1.27550 -4.84638
H 4.65755 3.46111 -1.06633
C 4.70923 2.17430 4.20455
N -0.39343 2.89085 1.06460
H -5.95736 2.01492 -0.25039
H 1.45091 -2.91853 4.31775
C -4.88568 1.51819 -2.65607
*
```

For the total energy, the calculation gives -112120.57048 eV. Its maximum force is 1.0 eV Å⁻¹. The molecular weight comes out at 1153.74 g/mol. The HOMO energy comes out at -9.898 eV. For the HOMO-LUMO gap, the calculation gives 8.3 eV.

Atom charges from the Löwdin analysis, given in e for atoms 1 to 99: atom 1 (N): 0.026, atom 2 (H): 0.065, atom 3 (C): -0.316, atom 4 (Ca): 1.150, atom 5 (C): -0.295, atom 6 (H): 0.021, atom 7 (H): 0.086, atom 8 (N): 0.146, atom 9 (H): 0.106, atom 10 (H): -0.007, atom 11 (C): -0.058, atom 12 (H): 0.061, atom 13 (C): -0.045, atom 14 (H): 0.154, atom 15 (C): -0.539, atom 16 (H): 0.057, atom 17 (H): 0.065, atom 18 (Sb): 1.249, atom 19 (H): 0.080, atom 20 (H): 0.095, atom 21 (C): -0.348, atom 22 (C): -0.061, atom 23 (H): 0.119, atom 24 (H): 0.092, atom 25 (C): -0.026, atom 26 (H): 0.117, atom 27 (H): 0.102, atom 28 (N): -0.004, atom 29 (H): -0.007, atom 30 (C): -0.307, atom 31 (H): 0.087, atom 32 (H): -0.001, atom 33 (H): 0.088, atom 34 (H): 0.082, atom 35 (C): -0.098, atom 36 (C): -0.053, atom 37 (H): -0.028, atom 38 (H): 0.080, atom 39 (C): -0.794, atom 40 (C): -0.217, atom 41 (C): 0.021, atom 42 (N): 0.054, atom 43 (H): 0.084, atom 44 (H): 0.081, atom 45 (C): -0.080, atom 46 (C): -0.289, atom 47 (H): 0.111, atom 48 (H): 0.131, atom 49 (N): 0.113, atom 50 (H): 0.023, atom 51 (H): 0.085, atom 52 (C): -0.069, atom 53 (H): 0.087, atom 54 (N): -0.016, atom 55 (H): 0.085, atom 56 (C): -0.552, atom 57 (N): 0.027, atom 58 (H): -0.015, atom 59 (H): 0.092, atom 60 (O): -0.176, atom 61 (H): 0.091, atom 62 (H): 0.000, atom 63 (H): 0.004, atom 64 (H): 0.078, atom 65 (C): -0.116, atom 66 (C): 0.028, atom 67 (H): 0.085, atom 68 (H): 0.090, atom 69 (H): 0.084, atom 70 (C): -0.536, atom 71 (H): 0.113, atom 72 (H): 0.085, atom 73 (C): -0.257, atom 74 (H): 0.064, atom 75 (H): 0.121, atom 76 (H): 0.080, atom 77 (H): 0.021, atom 78 (H): 0.087, atom 79 (N): 0.120, atom 80 (S): 0.615, atom 81 (H): 0.074, atom 82 (H): 0.052, atom 83 (H): 0.074, atom 84 (H): 0.094, atom 85 (H): 0.059, atom 86 (H): 0.003, atom 87 (H): 0.084, atom 88 (H): 0.115, atom 89 (C): -0.482, atom 90 (H): 0.088, atom 91 (H): 0.064, atom 92 (C): -0.259, atom 93 (H): 0.042, atom 94 (H): 0.091, atom 95 (H): -0.001, atom 96 (C): -0.044, atom 97 (C): -0.290, atom 98 (H): 0.093, atom 99 (C): -0.318

ORCA calculation (ωB97M-V/def2-TZVPD) on a cluster of 13 separate species, C49H90Cl24F2IN5OPSSi in total at a distorted geometry.

Geometry as ORCA input:
```
! RIJCOSX wB97M-V def2-TZVPD def2/J DEFGRID3
* xyz 1 1
Cl -3.10621 6.48171 2.60388
C -5.40258 -2.40347 9.43369
H 1.73984 0.46601 2.08132
H 1.46070 5.36343 -1.01040
H -6.18875 -1.23773 -6.84980
N -4.25241 -1.49293 0.94994
H -2.47770 -2.10980 2.08223
C 2.09741 -7.51717 5.23027
C 4.11591 -0.89494 -1.45343
C 2.33549 1.46022 1.84252
H 3.09250 1.23980 0.94959
C -4.62889 -2.14332 8.15059
H 1.71563 -4.58328 0.99070
H -4.23621 -4.53267 2.25714
Cl 5.77847 3.72637 1.03494
H -0.09763 -1.85391 11.60739
C 0.03692 -3.09292 1.38919
C 2.98036 -0.36548 -3.35438
C -3.18702 -0.31569 -1.20071
Cl 4.41935 2.43531 -6.30857
C -0.66493 -3.11186 -0.08006
C 1.31264 -7.36631 6.52410
H 1.78438 -7.95540 7.31647
H -3.83132 2.96900 -2.18259
H 4.83662 6.50947 3.40385
H 3.09710 -7.07936 5.31325
Cl 1.50986 -2.16173 9.90390
H 0.12447 -2.71289 -0.87797
Cl 8.02941 6.23437 1.60268
Cl -1.29449 -4.09422 10.18728
H -4.17698 -1.53871 -2.99991
H -1.38727 1.79119 -1.59814
H -6.87463 0.21650 -4.21232
Cl 0.36609 5.15630 -2.67018
C -6.96018 -0.62131 -4.91131
H -5.07482 -2.13634 1.16107
H 3.14210 4.18958 3.41236
H 5.35861 -0.46333 -8.41638
C -0.34165 3.14934 2.58221
C -3.35505 -0.73006 -2.81531
P -3.63974 -4.20328 0.98610
H 1.40872 -5.74057 -4.94451
H 6.24603 1.03462 -8.08899
C 2.13826 5.55910 -0.07653
Cl -6.40594 -2.09493 -4.07732
H 0.81034 -4.75030 11.03465
H -5.33741 -0.08092 -0.28608
H -0.10827 4.10236 3.24775
Cl 0.63591 -3.57120 -5.38360
O 3.25494 0.19018 -2.01668
H -0.74413 -4.92584 6.32115
C -4.51926 -0.93944 -0.42765
H -0.71174 -5.28178 1.90889
H 7.68273 2.54796 1.72950
H 2.21020 5.24409 -4.11547
H 5.73798 -0.28327 -14.78805
H 5.43861 0.08411 -11.73569
H -2.61503 -2.80389 -1.10895
H -1.13400 -5.79410 -4.75566
I -4.40885 -0.04577 2.46924
C 7.52831 3.55120 1.32076
H 4.62958 0.86812 -14.02365
H -5.06201 -1.78706 -1.03361
H -2.29061 -1.66129 -4.59569
C 1.03776 6.98418 -4.60511
C -0.88830 -2.78733 6.69372
H 2.92546 1.82942 2.78621
N -4.73182 -4.34843 -0.24349
C 1.66147 -3.39851 1.12856
H 0.71539 4.86640 -4.98850
F 0.52961 -0.27269 -0.18156
H -8.02051 -0.76709 -5.13904
C -0.47236 -5.60033 -3.90565
H 1.64252 7.18793 -5.49337
C 2.17859 4.53978 1.20754
H -2.03217 8.56216 2.72832
Cl -6.65498 2.67145 -2.82060
C 0.50554 2.42919 -0.47229
H 4.62305 -1.17701 -12.67576
C 0.06500 -4.00672 11.33381
H -6.64034 0.47176 -6.73897
Si 1.13240 2.88508 1.33363
Cl -1.10889 6.11544 5.35264
H -0.14692 -2.74330 7.49735
C 4.46157 0.74767 -6.87813
H 9.10156 4.37237 2.54057
Cl -2.93532 -1.69269 8.46550
C -0.86982 -0.05559 -3.83465
Cl 1.27041 -5.67868 7.09367
Cl 4.42109 1.36046 -9.55261
C -3.01774 -2.35776 1.07495
C -0.93874 0.08529 -0.05345
H -0.00168 -1.01092 -5.84172
C 5.50478 -0.52999 -12.63920
H -2.85595 8.16225 4.24516
N -1.86828 -0.81425 -0.76743
Cl -4.49293 0.08948 -5.87951
H -3.39527 0.83395 -1.19802
H -3.70085 0.23223 -3.43164
H 0.33050 3.49937 -0.97515
H 2.20968 -8.57732 4.98586
C 3.08850 6.90073 -0.10580
H -5.62028 -4.66928 0.24475
H 2.32453 -3.16183 2.06756
H 1.40755 -2.56776 12.21084
H 7.48349 4.60521 3.22336
C -4.43441 3.45744 -1.41081
H -0.29989 -6.54789 -3.38622
H 3.10079 7.66444 -1.01762
C 4.12838 6.27211 2.48031
Cl -0.63577 7.44367 -5.00328
Cl -4.65766 2.30518 -0.07184
H -0.87506 -4.24088 -0.40062
C 0.85431 -5.00654 -4.35283
C 5.57070 0.32606 -13.89437
H -1.65210 -2.02945 6.89389
C -1.48947 -4.18226 6.62031
C 0.34341 -0.75688 -4.74856
H -0.32739 -4.29368 12.31357
H 0.28039 -7.71232 6.41191
H 4.54739 -0.87856 -0.35811
H 0.39088 -4.46495 3.21147
S 1.89209 0.36251 -4.74624
H 8.03714 3.60621 0.35334
N 3.62453 -1.72393 -3.65437
H 3.42933 0.40167 -6.99033
Cl 6.92085 -1.59908 -12.47762
C 5.24635 0.59681 -8.17197
H 1.35786 1.93808 -1.13098
H 0.64422 -1.75917 -4.17628
Cl 1.27215 -6.75353 3.84963
H 4.93331 0.15858 -6.08577
H -0.39374 2.21890 3.29231
H -1.34094 0.76193 -4.52826
N 4.30089 -2.02054 -2.47995
F -1.13982 0.14378 1.44578
H -5.08274 -1.31041 7.60604
Cl -2.84896 -4.26976 5.47378
C 1.15610 5.51621 -4.22603
Cl -0.04461 -2.33727 5.19041
C 3.15359 4.92095 2.47757
H 4.80502 8.18981 1.12914
H 0.00519 -2.07755 1.96602
C -2.01598 -2.20934 -0.25793
H -6.40471 4.35199 -1.17932
H -6.46291 -2.54925 9.20596
H 1.47481 -4.71989 -3.49799
C -5.75908 3.95427 -1.96851
H -1.39392 -3.86667 3.06459
H -1.71094 2.22093 0.20880
H -0.31166 8.10930 4.41182
H -0.33417 0.35196 -2.87838
C -6.18649 -0.36115 -6.19441
H 1.38677 7.63684 -3.79878
H -0.28256 6.77926 3.24189
Cl -1.33559 -4.53824 -2.76498
H 2.05501 -2.94547 0.12305
Cl -4.84833 -3.87710 10.26768
C -1.97760 -1.25664 -3.51609
C -0.46201 -4.25956 2.43161
C -0.93381 1.67782 -0.50427
C -0.88564 7.26770 4.01367
C 8.05943 4.59323 2.29272
H -4.63114 -3.01990 7.49520
Cl 6.86287 1.54808 -13.80848
C 4.09320 7.23934 1.15435
H -5.31703 -1.56566 10.13268
H -1.46311 -2.17722 -2.98725
H -2.53818 -5.11767 0.70781
H -5.58093 4.75190 -2.69615
H -3.86042 4.29904 -1.01266
H -1.34921 3.37271 2.02538
C -2.21031 7.76453 3.45597
C 0.66617 -2.61179 11.40721
H -1.88186 -4.46922 7.60007
*
```

For the total energy, the calculation gives -403822.68989 eV. Its maximum force is 8.0 eV Å⁻¹. The molecular weight comes out at 1872.19 g/mol. The HOMO energy comes out at -9.543 eV. For the HOMO-LUMO gap, the calculation gives 5.2 eV.

Atom charges from the Löwdin analysis, given in e for atoms 1 to 99: atom 1 (Cl): 0.513, atom 2 (C): -0.650, atom 3 (H): 0.044, atom 4 (H): -0.076, atom 5 (H): 0.074, atom 6 (N): -0.513, atom 7 (H): 0.094, atom 8 (C): -0.640, atom 9 (C): -0.030, atom 10 (C): -0.214, atom 11 (H): 0.050, atom 12 (C): -0.613, atom 13 (H): 0.092, atom 14 (H): 0.018, atom 15 (Cl): 0.578, atom 16 (H): 0.072, atom 17 (C): -0.359, atom 18 (C): -0.422, atom 19 (C): -0.238, atom 20 (Cl): 0.523, atom 21 (C): -0.180, atom 22 (C): -0.624, atom 23 (H): 0.077, atom 24 (H): 0.071, atom 25 (H): 0.090, atom 26 (H): 0.074, atom 27 (Cl): 0.552, atom 28 (H): 0.120, atom 29 (Cl): 0.535, atom 30 (Cl): 0.558, atom 31 (H): 0.041, atom 32 (H): 0.114, atom 33 (H): 0.020, atom 34 (Cl): 0.652, atom 35 (C): -0.637, atom 36 (H): 0.095, atom 37 (H): 0.086, atom 38 (H): 0.078, atom 39 (C): -0.197, atom 40 (C): -0.156, atom 41 (P): 0.815, atom 42 (H): 0.079, atom 43 (H): 0.074, atom 44 (C): -0.080, atom 45 (Cl): 0.581, atom 46 (H): 0.071, atom 47 (H): 0.081, atom 48 (H): 0.027, atom 49 (Cl): 0.648, atom 50 (O): -0.097, atom 51 (H): -0.026, atom 52 (C): -0.185, atom 53 (H): 0.071, atom 54 (H): 0.070, atom 55 (H): 0.084, atom 56 (H): 0.069, atom 57 (H): 0.004, atom 58 (H): 0.118, atom 59 (H): 0.076, atom 60 (I): 1.065, atom 61 (C): -0.655, atom 62 (H): 0.071, atom 63 (H): 0.124, atom 64 (H): 0.119, atom 65 (C): -0.655, atom 66 (C): -0.724, atom 67 (H): 0.038, atom 68 (N): -0.312, atom 69 (C): -0.091, atom 70 (H): 0.075, atom 71 (F): -0.040, atom 72 (H): 0.078, atom 73 (C): -0.601, atom 74 (H): 0.078, atom 75 (C): -0.222, atom 76 (H): 0.074, atom 77 (Cl): 0.565, atom 78 (C): -0.250, atom 79 (H): 0.073, atom 80 (C): -0.637, atom 81 (H): 0.077, atom 82 (Si): 0.559, atom 83 (Cl): 0.534, atom 84 (H): 0.028, atom 85 (C): -0.701, atom 86 (H): 0.072, atom 87 (Cl): 0.645, atom 88 (C): -0.215, atom 89 (Cl): 0.619, atom 90 (Cl): 0.563, atom 91 (C): -0.373, atom 92 (C): -0.229, atom 93 (H): 0.082, atom 94 (C): -0.679, atom 95 (H): 0.071, atom 96 (N): -0.021, atom 97 (Cl): 0.590, atom 98 (H): 0.052, atom 99 (H): 0.070

Q: Among the records above, which one has the highest maximum force?
A: C49H90Cl24F2IN5OPSSi